1.
The following is a DFT calculation (ωB97M-V/def2-TZVPD) of C3OS4 in the gas phase.

The geometry in XYZ format:
```
8
C3OS4 ωB97M-V/def2-TZVPD
S 3.07406 0.12819 0.06082
C 1.42635 -0.00942 -0.01563
O 0.66132 1.05309 0.41000
C -0.60248 0.74645 -0.09254
S -1.70832 1.88155 -0.21327
C -0.94948 -0.76902 -0.08125
S -2.45830 -1.35392 0.22769
S 0.55684 -1.67690 -0.29584
```

The value obtained for the energy above the lowest of the compared OMol25 structures with the same formula, charge and spin is 100.1 kJ/mol. The SMILES is S=C1OC(=S)C(=S)S1.

=====

2.
The following is a DFT calculation (ωB97M-V/def2-TZVPD) of a 7-piece molecular cluster, C40H100F12N5O5P2 overall.

The geometry in XYZ format:
```
164
C40H100F12N5O5P2 ωB97M-V/def2-TZVPD
C -3.11340 8.79087 -17.40573
C -4.35381 9.17032 -18.20582
N -5.43282 8.10258 -18.16358
C -6.46149 8.51534 -19.17518
C -4.86402 6.76348 -18.61885
C -4.12414 6.68588 -19.92002
C -6.00272 8.03582 -16.77404
C -7.19625 7.12770 -16.55280
O -6.75186 5.79876 -16.38581
C -7.65635 4.83637 -16.91198
H -3.32993 8.49413 -16.38535
H -2.50481 9.69691 -17.37830
H -2.56810 8.01095 -17.93313
H -4.00283 9.33937 -19.22175
H -4.85811 10.06433 -17.84146
H -7.00698 9.36296 -18.76275
H -7.19018 7.72174 -19.32387
H -5.97306 8.75739 -20.11014
H -5.77478 6.15262 -18.64876
H -4.43080 6.24693 -17.75688
H -3.22571 7.30732 -19.94210
H -4.68368 6.94422 -20.81718
H -3.78991 5.65066 -19.99960
H -6.41938 9.04109 -16.64213
H -5.18727 7.93314 -16.06779
H -7.96645 7.28206 -17.31081
H -7.61385 7.53967 -15.62360
H -7.91478 5.02571 -17.95863
H -8.54413 4.74979 -16.27803
H -7.12337 3.88227 -16.92614
C 1.10656 2.17686 -14.40671
C 0.60126 0.75635 -14.55794
N -0.69531 0.58653 -15.33369
C -1.80715 1.12278 -14.47076
C -0.59226 1.39373 -16.60836
C -1.74055 1.14679 -17.59152
C -0.87835 -0.87209 -15.66990
C -0.75903 -1.84326 -14.50628
O 0.56622 -2.05745 -14.08077
C 1.14053 -3.28932 -14.56777
H 2.05930 2.08177 -13.87749
H 0.51333 2.83707 -13.77459
H 1.36940 2.67310 -15.33881
H 0.43910 0.25215 -13.60962
H 1.40767 0.20664 -15.04228
H -1.87337 0.48532 -13.59568
H -2.69064 1.11579 -15.09739
H -1.54387 2.13278 -14.17797
H 0.35234 1.12611 -17.07856
H -0.58939 2.42848 -16.28213
H -2.70723 1.21423 -17.09928
H -1.63037 0.17267 -18.06391
H -1.69911 1.89632 -18.37873
H -0.10054 -1.08512 -16.40444
H -1.86594 -0.99757 -16.11123
H -1.26830 -2.78653 -14.71718
H -1.32213 -1.45906 -13.64526
H 0.82423 -3.47459 -15.59551
H 0.92163 -4.13104 -13.91432
H 2.20916 -3.08077 -14.57269
C 2.16656 8.69826 -11.22442
C 1.54146 7.39247 -10.74757
N 0.40181 6.85475 -11.57652
C -0.08044 5.57592 -10.99670
C -0.73748 7.88539 -11.51200
C -2.04292 7.40591 -12.13959
C 0.82047 6.69266 -13.03512
C 2.18924 6.07038 -13.25412
O 2.17879 4.79806 -12.61384
C 3.46940 4.26446 -12.39848
H 2.81647 9.09062 -10.44330
H 1.46388 9.46613 -11.53858
H 2.85412 8.54197 -12.05829
H 1.13196 7.59523 -9.75749
H 2.23861 6.56048 -10.66753
H 0.77935 4.93521 -10.82599
H -0.68778 5.04880 -11.72748
H -0.63494 5.74620 -10.07823
H -0.35390 8.73876 -12.06088
H -0.86827 8.15662 -10.46623
H -2.27698 6.34824 -12.08348
H -1.96952 7.62435 -13.20567
H -2.84560 8.00297 -11.71098
H 0.79728 7.71742 -13.40914
H 0.07600 6.08335 -13.53945
H 2.97257 6.71983 -12.85924
H 2.38071 5.87095 -14.31112
H 4.06374 3.96624 -13.26697
H 3.42906 3.45401 -11.67418
H 4.07396 5.04163 -11.90757
C -6.76540 1.82988 -14.47980
C -5.66955 2.61051 -13.78292
N -6.08405 3.64247 -12.76121
C -6.81848 4.75533 -13.47356
C -7.08166 3.02126 -11.78671
C -7.49888 3.90842 -10.61558
C -4.86541 4.27546 -12.15347
C -3.90710 3.39944 -11.36671
O -4.58066 2.42095 -10.56995
C -4.12256 1.08917 -10.74535
H -7.42111 1.29216 -13.80273
H -6.31415 1.16702 -15.21586
H -7.40217 2.48749 -15.07466
H -4.96938 3.13190 -14.44349
H -4.97957 1.94850 -13.25228
H -6.10780 5.37748 -14.01179
H -7.25715 5.36296 -12.68888
H -7.50844 4.29563 -14.16598
H -6.67420 2.09060 -11.41489
H -7.93193 2.86138 -12.44446
H -8.17221 4.71632 -10.89126
H -6.63470 4.25452 -10.05491
H -8.08471 3.25790 -9.96572
H -5.29407 5.08294 -11.56506
H -4.27065 4.66903 -12.98131
H -3.48191 4.03815 -10.57951
H -3.01111 3.04704 -11.88140
H -4.59132 0.62138 -11.62570
H -4.45445 0.45487 -9.92650
H -3.03775 1.07036 -10.85572
C 0.37756 8.31285 -19.19419
C 0.74128 7.22316 -18.19843
N 1.73834 6.18937 -18.72449
C 2.00655 5.22907 -17.62239
C 1.10658 5.46577 -19.91231
C -0.34034 5.01991 -19.71422
C 2.98937 6.82073 -19.31777
C 3.98766 7.26383 -18.25885
O 3.33389 8.06322 -17.30013
C 4.09291 8.32963 -16.14411
H 1.25793 8.91293 -19.41914
H -0.27250 8.99863 -18.64843
H -0.10074 8.01961 -20.12648
H -0.15588 6.70415 -17.86478
H 1.22002 7.62353 -17.31074
H 2.51242 5.75734 -16.81833
H 2.67271 4.45146 -17.99356
H 1.03831 4.86825 -17.29100
H 1.73364 4.60948 -20.14180
H 1.08272 6.20434 -20.70826
H -0.54086 4.47550 -18.78854
H -0.52982 4.22660 -20.44482
H -1.10380 5.77714 -19.85877
H 2.68542 7.66093 -19.93106
H 3.42208 6.06469 -19.96975
H 4.70999 7.93827 -18.73008
H 4.48074 6.37815 -17.84545
H 3.45275 8.72336 -15.35110
H 4.86333 9.07886 -16.33493
H 4.51083 7.41464 -15.70169
P -2.21047 5.19042 -15.60963
F -2.33875 5.27903 -17.21616
F -1.83368 6.74759 -15.55314
F -3.79521 5.52214 -15.43571
F -2.14232 4.98945 -13.99662
F -2.59866 3.60508 -15.76984
F -0.61019 4.89091 -15.61790
P -0.15884 10.70537 -14.72232
F -1.55635 11.11728 -15.41000
F -0.64744 9.16651 -14.45118
F 0.44353 10.23719 -16.16176
F 1.27572 10.27845 -14.03912
F 0.40270 12.18228 -14.92475
F -0.76516 11.11570 -13.27654
```

The total charge is +3. The value obtained for the energy above the lowest of the compared OMol25 structures with the same formula, charge and spin is 0.0 kJ/mol.

=====

3.
The following is a DFT calculation (ωB97M-V/def2-TZVPD) of a 11-piece molecular cluster, C40H102O28P4 overall.

The geometry in XYZ format:
```
174
C40H102O28P4 ωB97M-V/def2-TZVPD
C 2.05444 4.17183 -4.89965
O 1.85344 5.42181 -4.17997
P 1.43011 5.49818 -2.67622
O 1.23085 6.89442 -2.16869
O 0.11898 4.59335 -2.66379
C -0.81877 4.76765 -1.66085
O 2.59315 4.58423 -2.00347
C 3.79779 5.24653 -1.49554
H 3.10624 3.97574 -5.10793
H 1.51706 4.25924 -5.84393
H 1.60998 3.27321 -4.47182
H -1.21084 3.85434 -1.21336
H -1.63153 5.43362 -1.95069
H -0.36258 5.39193 -0.89257
H 4.04051 4.77947 -0.54105
H 3.70322 6.32581 -1.37589
H 4.62510 5.07992 -2.18541
C 1.77383 -4.73428 6.68129
O 2.68192 -5.80469 6.41183
P 3.33477 -6.03331 4.94445
O 3.31015 -4.89055 3.97461
O 4.82324 -6.61329 5.23668
C 5.19060 -7.34140 6.40816
O 2.66637 -7.34190 4.24516
C 2.23456 -8.45098 5.00903
H 1.35202 -4.37256 5.74356
H 2.33312 -3.90112 7.10688
H 0.96733 -4.96151 7.37845
H 6.19068 -6.96774 6.62800
H 5.16536 -8.42987 6.35627
H 4.76456 -6.89498 7.30666
H 1.14816 -8.49656 5.08493
H 2.79207 -8.43864 5.94558
H 2.54582 -9.34729 4.47251
C -5.59169 -0.92260 11.03167
O -4.66305 -0.44527 10.04190
P -5.05718 0.84295 9.09080
O -6.31037 1.58342 9.31246
O -4.99800 0.02646 7.64599
C -5.38111 0.61973 6.37983
O -3.76698 1.85297 9.14295
C -3.03526 1.99794 10.31245
H -6.16709 -1.83769 10.89154
H -6.35767 -0.18500 11.27110
H -5.00566 -1.20228 11.90714
H -5.95471 1.54092 6.48233
H -5.99066 -0.04608 5.76889
H -4.57649 0.92949 5.71294
H -3.05350 1.10497 10.93724
H -3.24423 2.92690 10.84297
H -2.03398 2.11381 9.89758
C 7.08692 -5.73576 -6.95612
O 6.69820 -5.35473 -5.65068
P 6.31413 -3.82274 -5.22271
O 7.55066 -2.98906 -5.26268
O 5.21054 -3.40249 -6.31622
C 5.58599 -2.76126 -7.56172
O 5.41161 -3.94962 -3.91432
C 6.01486 -3.63913 -2.62340
H 6.57010 -6.60674 -7.35911
H 8.15994 -5.91840 -6.89815
H 6.99562 -4.95825 -7.71456
H 6.64172 -2.79140 -7.83120
H 5.31292 -1.70672 -7.60033
H 5.04162 -3.18268 -8.40682
H 5.63411 -4.19018 -1.76349
H 5.96164 -2.56458 -2.44842
H 7.09358 -3.79238 -2.59203
C -0.74080 6.42292 4.54132
C 0.76314 6.73910 4.39774
C 0.79212 8.24023 4.58313
O -0.53211 8.60296 5.10062
C -1.49308 7.77761 4.45897
H -0.95899 5.79309 5.40376
H -1.05482 5.78603 3.71436
H 1.24555 6.44378 3.46598
H 1.36487 6.29256 5.18934
H 1.11980 8.68329 3.64270
H 1.56381 8.55766 5.28443
H -1.93478 8.18210 3.54826
H -2.37814 7.67263 5.08647
C -7.65005 1.28076 -8.53753
C -8.99608 1.99426 -8.50156
C -9.66150 1.28110 -7.31278
O -8.65301 0.74692 -6.56347
C -7.31133 1.08978 -7.04402
H -6.82933 1.71743 -9.10660
H -7.87905 0.26738 -8.86727
H -9.54588 1.73690 -9.40686
H -9.00633 3.07886 -8.39361
H -10.24263 0.48515 -7.77846
H -10.31999 1.92895 -6.73417
H -6.49493 0.37497 -6.94085
H -7.02169 1.96133 -6.45699
C 1.61182 2.04565 -11.64199
O 1.66640 0.66362 -11.17433
C 0.52269 0.05488 -11.52598
C -0.77978 0.40057 -10.64927
O -0.44204 0.53894 -9.26294
C -0.23994 -0.64887 -8.62631
H 0.64826 2.54600 -11.73836
H 2.00399 2.09990 -12.65756
H 2.12167 2.82584 -11.07679
H 0.59790 -1.03118 -11.47197
H 0.24800 0.24993 -12.56261
H -1.53891 -0.36592 -10.80517
H -1.13067 1.37708 -10.98305
H -0.04916 -0.40654 -7.58085
H 0.61567 -1.23875 -8.95506
H -1.15007 -1.23953 -8.52195
C -6.62036 10.42505 2.46397
O -6.91164 9.12821 2.10639
C -7.73891 8.53867 3.17131
C -8.69042 7.58091 2.45985
O -7.93706 6.34172 2.14826
C -7.74089 6.02492 0.76654
H -7.54049 11.00517 2.39379
H -5.83727 10.90786 1.87936
H -6.36145 10.66910 3.49426
H -8.49190 9.20377 3.59408
H -7.08163 7.99268 3.84806
H -9.05979 8.06300 1.55472
H -9.59531 7.27813 2.98671
H -6.86381 5.42732 0.51815
H -7.54757 6.90263 0.14982
H -8.56175 5.41062 0.39653
C 0.07273 -7.27422 -1.92578
O -1.27331 -7.74663 -2.13996
C -2.02163 -7.78840 -0.86039
C -3.30757 -8.59482 -1.19758
O -3.89591 -9.17206 -0.01029
C -4.94612 -9.98566 -0.40439
H 0.42881 -7.72720 -1.00052
H 0.01042 -6.19308 -1.80190
H 0.74937 -7.53046 -2.74102
H -2.19837 -6.81066 -0.41216
H -1.43115 -8.37225 -0.15431
H -3.01701 -9.28735 -1.98756
H -3.98776 -7.87496 -1.65283
H -5.86886 -9.43369 -0.58321
H -5.03970 -10.78448 0.33129
H -4.89205 -10.52546 -1.34980
C 0.92272 0.30083 1.90041
O 0.18301 0.09061 0.66670
C -0.27760 -1.26474 0.61633
C -1.55323 -1.03184 -0.22105
O -2.54063 -0.38648 0.54482
C -3.85915 -0.18816 -0.11961
H 1.71089 -0.44857 1.97313
H 0.29612 0.30478 2.79230
H 1.38409 1.28832 1.91039
H -0.58543 -1.55521 1.62080
H 0.54501 -1.87253 0.23951
H -1.84185 -2.05504 -0.46159
H -1.43182 -0.54444 -1.18842
H -3.71120 0.40521 -1.02189
H -4.44054 0.42758 0.56665
H -4.47604 -1.07529 -0.26296
C 9.10994 -1.43751 3.30455
O 9.97158 -2.42233 3.70365
C 11.43686 -2.18886 3.43042
C 12.16205 -1.26850 4.45892
O 12.53931 -1.91528 5.69583
C 13.18934 -1.19810 6.71921
H 9.27182 -0.54176 3.90416
H 8.07892 -1.75247 3.46546
H 9.14339 -1.14452 2.25520
H 11.56260 -2.03630 2.35850
H 11.92819 -3.15252 3.56484
H 11.48760 -0.46741 4.76136
H 13.03225 -0.83787 3.96354
H 13.19910 -1.82908 7.60795
H 12.71739 -0.28060 7.07070
H 14.16516 -0.79425 6.44942
```

The SMILES is COP(=O)(OC)OC.COP(=O)(OC)OC.COP(=O)(OC)OC.COP(=O)(OC)OC.C1CCOC1.C1CCOC1.COCCOC.COCCOC.COCCOC.COCCOC.COCCOC.

=====

| no. | lowest unoccupied orbital energy (eV) | molecular weight (g mol⁻¹) |
| --- | --- | --- |
| 1 | -2.18 | 180.3 |
| 2 | -5.66 | 1021.2 |
| 3 | 0.34 | 1155.1 |